Here is a cluster of 2 separate species, C4H10NO2S in total in a non-equilibrium geometry from the OMol25 dataset. Energies are from the ωB97M-V functional and the def2-TZVPD basis.

Geometry as XYZ:
```
18
C4H10NO2S | the OMol25 dataset | the ωB97M-V functional and the def2-TZVPD basis
C 0.062 -0.437 -0.785
N 0.518 0.913 -1.109
C 1.819 1.247 -1.065
O 2.381 2.099 -1.736
C 0.755 -1.107 0.390
C 0.241 -0.601 1.730
S -1.554 -0.705 2.098
H -0.988 -0.487 -0.548
H 0.226 -1.110 -1.638
H -0.038 1.300 -1.840
H 2.345 0.732 -0.302
H 0.599 -2.194 0.286
H 1.843 -1.095 0.231
H 1.016 -0.847 2.469
H 0.365 0.484 1.768
H -2.993 -0.156 0.046
H -3.150 1.337 0.289
O -3.449 0.628 -0.285
```

Summary:
Spin multiplicity ... 1
Orbital gap ... 0.2405 Eh
LUMO energy ... 3.57 eV
Energy ... -20731.6597 eV
Total charge ... -1